No. 1
A cluster of 11 separate species, C11H44N10O11 in total in a non-equilibrium geometry. Source: the Open Molecules 2025 dataset; level of theory: the ωB97M-V functional and the def2-TZVPD basis.

Bonds (Å) are listed after each position.
Geometry (Å):
1 N 13.76 7.81 14.78  C2 1.356, H5 1.003, H6 1.004
2 C 13.18 9.03 14.93  N1 1.356, N3 1.368, O4 1.234
3 N 12.13 9.24 14.08  C2 1.368, H7 1.003, H8 1.007
4 O 13.51 9.89 15.75  C2 1.234
5 H 13.28 7.12 14.24  N1 1.003
6 H 14.47 7.42 15.37  N1 1.004
7 H 12.17 8.74 13.21  N3 1.003
8 H 11.74 10.15 14.23  N3 1.007
9 N 13.93 12.81 16.89  C10 1.379, H13 1.004, H14 1.002
10 C 15.30 12.78 16.98  N9 1.379, N11 1.359, O12 1.227
11 N 15.87 11.72 16.36  C10 1.359, H15 1.008, H16 1.003
12 O 15.93 13.62 17.61  C10 1.227
13 H 13.56 13.56 17.45  N9 1.004
14 H 13.43 12.15 16.33  N9 1.002
15 H 16.87 11.87 16.32  N11 1.008
16 H 15.32 11.04 15.86  N11 1.003
17 N 11.47 5.80 15.83  C18 1.362, H21 0.999, H22 1.006
18 C 10.27 5.16 15.79  N17 1.362, N19 1.353, O20 1.236
19 N 10.29 3.93 15.23  C18 1.353, H23 0.999, H24 1.003
20 O 9.26 5.70 16.25  C18 1.236
21 H 12.25 5.45 15.30  N17 0.999
22 H 11.57 6.64 16.37  N17 1.006
23 H 11.16 3.54 14.93  N19 0.999
24 H 9.47 3.36 15.23  N19 1.003
25 N 7.29 12.33 16.93  C26 1.370, H29 1.002, H30 1.006
26 C 6.06 11.72 16.89  N25 1.370, N27 1.386, O28 1.218
27 N 5.54 11.47 18.15  C26 1.386, H31 1.004, H32 1.000
28 O 5.49 11.32 15.89  C26 1.218
29 H 7.53 12.74 17.82  N25 1.002
30 H 7.57 12.76 16.07  N25 1.006
31 H 4.70 10.93 18.18  N27 1.004
32 H 5.86 11.87 19.01  N27 1.000
33 N 13.50 14.91 22.59  C34 1.366, H37 1.006, H38 1.002
34 C 13.28 13.57 22.49  N33 1.366, N35 1.346, O36 1.242
35 N 13.09 13.07 21.25  C34 1.346, H39 1.000, H40 1.028
36 O 13.29 12.79 23.45  C34 1.242
37 H 14.01 15.17 23.42  N33 1.006
38 H 13.64 15.40 21.73  N33 1.002
39 H 13.00 13.60 20.41  N35 1.000
40 H 12.98 12.05 21.25  N35 1.028
41 C 9.65 6.07 19.80  O42 1.431, H43 1.090, H44 1.091, H45 1.091
42 O 9.56 5.30 21.01  C41 1.431, H46 0.962
43 H 8.68 6.20 19.32  C41 1.090
44 H 10.15 7.02 19.97  C41 1.091
45 H 10.25 5.50 19.09  C41 1.091
46 H 9.14 5.90 21.63  O42 0.962
47 C 10.63 12.98 14.98  O48 1.425, H49 1.092, H50 1.098, H51 1.085
48 O 9.90 12.60 13.81  C47 1.425, H52 0.961
49 H 10.78 14.06 14.99  C47 1.092
50 H 10.03 12.81 15.88  C47 1.098
51 H 11.55 12.44 15.15  C47 1.085
52 H 9.11 13.15 13.81  O48 0.961
53 C 9.09 9.02 15.71  O54 1.425, H55 1.090, H56 1.084, H57 1.093
54 O 9.56 8.42 16.91  C53 1.425, H58 0.974
55 H 8.14 8.59 15.37  C53 1.090
56 H 9.09 10.10 15.80  C53 1.084
57 H 9.74 8.70 14.88  C53 1.093
58 H 9.29 7.49 17.00  O54 0.974
59 C 12.58 9.58 21.88  O60 1.431, H61 1.094, H62 1.095, H63 1.090
60 O 13.08 10.29 20.74  C59 1.431, H64 0.968
61 H 12.64 10.26 22.73  C59 1.094
62 H 11.52 9.33 21.76  C59 1.095
63 H 13.13 8.65 22.03  C59 1.090
64 H 12.36 10.33 20.10  O60 0.968
65 C 8.24 9.50 20.45  O66 1.412, H67 1.092, H68 1.092, H69 1.096
66 O 7.68 8.29 20.92  C65 1.412, H70 0.961
67 H 9.33 9.49 20.50  C65 1.092
68 H 7.99 9.59 19.39  C65 1.092
69 H 7.84 10.41 20.91  C65 1.096
70 H 8.03 8.10 21.80  O66 0.961
71 C 11.04 10.90 18.06  O72 1.423, H73 1.092, H74 1.097, H75 1.086
72 O 11.21 9.61 18.61  C71 1.423, H76 0.984
73 H 11.50 10.99 17.07  C71 1.092
74 H 9.98 11.05 17.84  C71 1.097
75 H 11.39 11.62 18.79  C71 1.086
76 H 10.74 8.98 18.02  O72 0.984

Calculated values
**Relative energy (zero: lowest compared OMol25 entry of this formula, charge and spin)**: 38.6 kcal/mol
**2S+1**: 1
**LUMO energy**: -0.2 eV
**Structure (SMILES)**: NC(N)=O.NC(N)=O.NC(N)=O.NC(N)=O.NC(N)=O.CO.CO.CO.CO.CO.CO
**Total charge**: 0

These are the Mulliken partial charges, in e, on atoms 1 to 4: -0.4461, 0.5502, -0.3226, -0.6305

***

No. 2
A cluster of 11 separate species, C11H44N14O11 in total in a non-equilibrium geometry. Source: the Open Molecules 2025 dataset; level of theory: the ωB97M-V functional and the def2-TZVPD basis.

Bonds (Å) are listed after each position.
Geometry (Å):
1 N -23.09 -2.59 -1.29  C2 1.302, H5 1.010, H6 1.010
2 C -23.77 -1.87 -0.43  N1 1.302, N3 1.271, O4 1.256
3 N -23.42 -2.19 0.75  C2 1.271, H7 1.010, H8 1.010
4 O -24.72 -1.09 -0.67  C2 1.256
5 H -22.48 -3.26 -0.85  N1 1.010
6 H -23.31 -2.56 -2.27  N1 1.010
7 H -23.85 -1.62 1.46  N3 1.010
8 H -22.80 -2.95 0.99  N3 1.010
9 N -20.71 3.50 3.82  C10 1.287, H13 1.010, H14 1.010
10 C -21.20 4.43 3.08  N9 1.287, N11 1.321, O12 1.246
11 N -22.52 4.42 3.13  C10 1.321, H15 1.010, H16 1.010
12 O -20.62 5.28 2.38  C10 1.246
13 H -19.79 3.13 3.64  N9 1.010
14 H -21.31 3.18 4.57  N9 1.010
15 H -22.94 5.01 2.43  N11 1.010
16 H -22.98 3.70 3.65  N11 1.010
17 N -27.71 9.19 -7.37  C18 1.292, H21 1.010, H22 1.010
18 C -27.27 9.45 -8.55  N17 1.292, N19 1.289, O20 1.216
19 N -27.13 10.73 -8.66  C18 1.289, H23 1.010, H24 1.010
20 O -27.00 8.71 -9.48  C18 1.216
21 H -27.72 8.19 -7.23  N17 1.010
22 H -27.99 9.87 -6.68  N17 1.010
23 H -26.74 11.13 -9.51  N19 1.010
24 H -27.40 11.27 -7.86  N19 1.010
25 N -16.74 9.80 0.31  C26 1.291, H29 1.010, H30 1.010
26 C -16.18 10.21 1.39  N25 1.291, N27 1.357, O28 1.206
27 N -16.74 9.73 2.53  C26 1.357, H31 1.010, H32 1.010
28 O -15.26 11.00 1.32  C26 1.206
29 H -17.58 9.24 0.39  N25 1.010
30 H -16.39 10.24 -0.53  N25 1.010
31 H -17.36 8.94 2.41  N27 1.010
32 H -16.18 9.78 3.36  N27 1.010
33 N -12.75 2.02 -0.01  C34 1.309, H37 1.010, H38 1.010
34 C -14.01 2.35 0.17  N33 1.309, N35 1.365, O36 1.162
35 N -14.19 3.64 -0.21  C34 1.365, H39 1.010, H40 1.010
36 O -14.79 1.66 0.69  C34 1.162
37 H -12.73 1.03 -0.18  N33 1.010
38 H -12.36 2.63 -0.71  N33 1.010
39 H -13.48 4.36 -0.25  N35 1.010
40 H -15.18 3.85 -0.12  N35 1.010
41 N -22.47 6.08 -5.89  C42 1.256, H45 1.010, H46 1.010
42 C -22.06 6.08 -4.70  N41 1.256, N43 1.312, O44 1.226
43 N -22.17 4.97 -4.01  C42 1.312, H47 1.010, H48 1.010
44 O -21.69 7.19 -4.33  C42 1.226
45 H -22.72 5.23 -6.37  N41 1.010
46 H -22.89 6.92 -6.25  N41 1.010
47 H -23.04 4.49 -4.18  N43 1.010
48 H -21.86 5.01 -3.04  N43 1.010
49 N -23.21 11.81 0.00  C50 1.341, H53 1.010, H54 1.010
50 C -24.11 12.71 -0.40  N49 1.341, N51 1.286, O52 1.211
51 N -24.12 12.66 -1.68  C50 1.286, H55 1.010, H56 1.010
52 O -24.90 13.42 0.19  C50 1.211
53 H -22.64 11.43 -0.74  N49 1.010
54 H -23.32 11.48 0.95  N49 1.010
55 H -23.86 11.77 -2.08  N51 1.010
56 H -24.68 13.36 -2.15  N51 1.010
57 C -18.81 14.99 -3.85  O58 1.477, H59 1.090, H60 1.090, H61 1.090
58 O -19.91 15.46 -4.71  C57 1.477, H62 0.960
59 H -17.84 15.02 -4.36  C57 1.090
60 H -18.63 15.71 -3.05  C57 1.090
61 H -18.92 13.94 -3.57  C57 1.090
62 H -20.69 14.98 -4.41  O58 0.960
63 C -28.00 0.60 -5.96  O64 1.460, H65 1.090, H66 1.090, H67 1.090
64 O -27.70 1.92 -5.42  C63 1.460, H68 0.960
65 H -29.06 0.32 -6.01  C63 1.090
66 H -27.73 0.72 -7.00  C63 1.090
67 H -27.50 -0.25 -5.51  C63 1.090
68 H -27.79 1.83 -4.47  O64 0.960
69 C -20.58 12.96 -10.12  O70 1.434, H71 1.090, H72 1.090, H73 1.090
70 O -20.39 14.38 -10.21  C69 1.434, H74 0.960
71 H -21.22 12.61 -9.31  C69 1.090
72 H -21.05 12.59 -11.03  C69 1.090
73 H -19.57 12.57 -10.02  C69 1.090
74 H -20.27 14.68 -9.31  O70 0.960
75 C -21.97 -0.47 -9.30  O76 1.431, H77 1.090, H78 1.090, H79 1.090
76 O -21.13 0.68 -9.44  C75 1.431, H80 0.960
77 H -23.05 -0.34 -9.37  C75 1.090
78 H -21.82 -1.25 -10.05  C75 1.090
79 H -21.62 -0.90 -8.35  C75 1.090
80 H -21.04 1.04 -10.32  O76 0.960

Calculated values
**Relative energy (zero: lowest compared OMol25 entry of this formula, charge and spin)**: 171.9 kcal/mol
**2S+1**: 1
**LUMO energy**: 0.0 eV
**Structure (SMILES)**: NC(N)=O.NC(N)=O.NC(N)=O.NC(N)=O.NC(N)=O.NC(N)=O.NC(N)=O.CO.CO.CO.CO
**Total charge**: 0

These are the Mulliken partial charges, in e, on atoms 1 to 4: -0.3566, 0.6739, -0.3828, -0.6924

***

No. 3
A cluster of 11 separate species, C11H44N22O11 in total in a non-equilibrium geometry. Source: the Open Molecules 2025 dataset; level of theory: the ωB97M-V functional and the def2-TZVPD basis.

Bonds (Å) are listed after each position.
Geometry (Å):
1 N -5.85 3.59 -4.22  C2 1.289, H5 1.010, H6 1.010
2 C -4.66 3.96 -3.87  N1 1.289, N3 1.290, O4 1.218
3 N -4.07 2.91 -3.43  C2 1.290, H7 1.010, H8 1.010
4 O -4.19 5.07 -4.06  C2 1.218
5 H -6.07 2.61 -4.19  N1 1.010
6 H -6.44 4.31 -4.61  N1 1.010
7 H -4.53 2.12 -2.98  N3 1.010
8 H -3.09 3.03 -3.22  N3 1.010
9 N 1.79 4.67 -6.15  C10 1.273, H13 1.010, H14 1.010
10 C 2.51 3.99 -5.35  N9 1.273, N11 1.316, O12 1.212
11 N 3.66 3.64 -5.87  C10 1.316, H15 1.010, H16 1.010
12 O 2.11 3.60 -4.27  C10 1.212
13 H 2.03 4.94 -7.09  N9 1.010
14 H 0.85 4.91 -5.86  N9 1.010
15 H 4.08 4.23 -6.57  N11 1.010
16 H 4.35 3.12 -5.35  N11 1.010
17 N -3.97 0.85 5.48  C18 1.275, H21 1.010, H22 1.010
18 C -3.60 0.47 6.64  N17 1.275, N19 1.287, O20 1.225
19 N -2.60 -0.32 6.50  C18 1.287, H23 1.010, H24 1.010
20 O -4.02 0.88 7.71  C18 1.225
21 H -3.31 0.75 4.72  N17 1.010
22 H -4.78 1.44 5.38  N17 1.010
23 H -2.21 -0.54 5.59  N19 1.010
24 H -2.25 -0.72 7.36  N19 1.010
25 N 7.35 2.22 6.54  C26 1.268, H29 1.010, H30 1.010
26 C 6.23 2.81 6.58  N25 1.268, N27 1.256, O28 1.244
27 N 6.15 3.65 5.65  C26 1.256, H31 1.010, H32 1.010
28 O 5.36 2.64 7.45  C26 1.244
29 H 8.06 2.50 5.87  N25 1.010
30 H 7.59 1.66 7.35  N25 1.010
31 H 6.94 3.73 5.03  N27 1.010
32 H 5.25 4.04 5.43  N27 1.010
33 N 4.18 -3.47 -3.90  C34 1.287, H37 1.010, H38 1.010
34 C 5.17 -4.05 -3.31  N33 1.287, N35 1.303, O36 1.238
35 N 4.76 -5.01 -2.53  C34 1.303, H39 1.010, H40 1.010
36 O 6.36 -3.76 -3.46  C34 1.238
37 H 4.57 -2.72 -4.46  N33 1.010
38 H 3.31 -3.54 -3.40  N33 1.010
39 H 5.49 -5.58 -2.12  N35 1.010
40 H 3.82 -5.24 -2.81  N35 1.010
41 N 0.59 1.58 0.86  C42 1.275, H45 1.010, H46 1.010
42 C 0.37 0.32 0.84  N41 1.275, N43 1.257, O44 1.178
43 N 0.38 -0.23 -0.29  C42 1.257, H47 1.010, H48 1.010
44 O 0.17 -0.32 1.81  C42 1.178
45 H 0.60 2.03 1.76  N41 1.010
46 H 0.76 2.05 -0.02  N41 1.010
47 H 0.82 0.25 -1.06  N43 1.010
48 H 0.27 -1.23 -0.32  N43 1.010
49 N -2.91 -5.54 -4.24  C50 1.301, H53 1.010, H54 1.010
50 C -2.25 -6.33 -3.44  N49 1.301, N51 1.313, O52 1.223
51 N -3.05 -7.37 -3.26  C50 1.313, H55 1.010, H56 1.010
52 O -1.12 -6.15 -3.01  C50 1.223
53 H -2.46 -4.69 -4.55  N49 1.010
54 H -3.65 -6.01 -4.73  N49 1.010
55 H -2.63 -8.12 -2.73  N51 1.010
56 H -3.88 -7.40 -3.82  N51 1.010
57 N -8.02 -1.44 1.27  C58 1.329, H61 1.010, H62 1.010
58 C -7.03 -1.57 0.40  N57 1.329, N59 1.277, O60 1.225
59 N -6.14 -2.38 0.83  C58 1.277, H63 1.010, H64 1.010
60 O -6.90 -0.87 -0.60  C58 1.225
61 H -7.99 -1.89 2.18  N57 1.010
62 H -8.77 -0.87 0.90  N57 1.010
63 H -5.32 -2.60 0.29  N59 1.010
64 H -6.26 -2.95 1.66  N59 1.010
65 N 0.63 -2.36 -8.65  C66 1.271, H69 1.010, H70 1.010
66 C -0.32 -1.57 -8.32  N65 1.271, N67 1.330, O68 1.196
67 N -0.95 -1.05 -9.37  C66 1.330, H71 1.010, H72 1.010
68 O -0.69 -1.40 -7.20  C66 1.196
69 H 1.10 -2.28 -9.54  N65 1.010
70 H 1.07 -2.93 -7.94  N65 1.010
71 H -1.64 -0.32 -9.28  N67 1.010
72 H -0.57 -1.35 -10.25  N67 1.010
73 N 4.33 -3.62 4.38  C74 1.317, H77 1.010, H78 1.010
74 C 4.64 -3.63 5.66  N73 1.317, N75 1.330, O76 1.214
75 N 4.00 -2.69 6.34  C74 1.330, H79 1.010, H80 1.010
76 O 5.28 -4.53 6.17  C74 1.214
77 H 4.68 -4.38 3.81  N73 1.010
78 H 3.69 -2.99 3.92  N73 1.010
79 H 3.57 -1.95 5.79  N75 1.010
80 H 4.11 -2.55 7.34  N75 1.010
81 N 0.00 5.43 7.05  C82 1.315, H85 1.010, H86 1.010
82 C -0.35 5.97 5.90  N81 1.315, N83 1.298, O84 1.230
83 N -1.40 6.75 5.86  C82 1.298, H87 1.010, H88 1.010
84 O 0.36 5.78 4.92  C82 1.230
85 H -0.58 5.54 7.87  N81 1.010
86 H 0.74 4.75 6.94  N81 1.010
87 H -1.74 6.96 4.94  N83 1.010
88 H -1.90 6.72 6.74  N83 1.010

Calculated values
**Relative energy (zero: lowest compared OMol25 entry of this formula, charge and spin)**: 215.2 kcal/mol
**2S+1**: 1
**LUMO energy**: 0.0 eV
**Structure (SMILES)**: NC(N)=O.NC(N)=O.NC(N)=O.NC(N)=O.NC(N)=O.NC(N)=O.NC(N)=O.NC(N)=O.NC(N)=O.NC(N)=O.NC(N)=O
**Total charge**: 0

These are the Mulliken partial charges, in e, on atoms 1 to 4: -0.3880, 0.6421, -0.4024, -0.6619